The molecule C3H4O2, computed with the ωB97M-V functional and the def2-TZVPD basis.

Properties
- SMILES: C[C@]12O[C@H]1O2
- E_HOMO: -9.22 eV
- Gap between HOMO and LUMO: 10.14 eV
- LUMO energy: 0.911 eV

Geometry as ORCA input:
```
! RIJCOSX wB97M-V def2-TZVPD def2/J DEFGRID3
* xyz 0 1
C -1.127 0.643 0.019
C 0.069 -0.476 -0.258
O 0.493 -1.836 -0.113
C 1.383 -0.668 0.182
O 1.151 -0.044 -1.080
H -1.932 0.689 -0.630
H -0.642 1.577 -0.055
H -1.541 0.548 1.145
H 2.146 -0.433 0.790
*
```